Computed, not measured: a cluster of 8 separate species, C24H61NO13S7 in total, with the ωB97M-V functional and the def2-TZVPD basis.

Element x y z (Å)
C (-1.88291, -0.33616, -1.34706)
O (-2.44379, -0.30225, -2.65641)
C (-1.66545, -1.00303, -3.63108)
C (-0.60235, -0.12792, -4.34029)
C (-0.34308, 1.22798, -3.67512)
C (-1.43288, 2.26863, -4.03354)
C (-1.76553, 3.18351, -2.84123)
C (-3.26651, 3.47086, -2.69837)
C (-4.07024, 2.17656, -2.79867)
O (-4.79920, 2.07775, -4.04500)
C (-4.79422, 0.80610, -4.51481)
O (-4.04112, 0.46197, -5.36202)
O (-5.73578, -0.04972, -4.03698)
C (-5.43175, -0.49294, -2.73016)
O (-6.07583, -1.74508, -2.54876)
N (-5.31292, -2.53190, -1.63674)
O (-5.26339, -2.05838, -0.57213)
H (-2.46456, -0.94112, -0.65709)
H (-0.84821, -0.67110, -1.41022)
H (-1.82163, 0.69478, -0.99725)
H (-1.24975, -1.90396, -3.17843)
H (-2.37566, -1.34213, -4.38783)
H (-0.92464, 0.02684, -5.36982)
H (0.32483, -0.69272, -4.36266)
H (-0.20827, 1.16993, -2.59544)
H (0.60845, 1.60383, -4.06732)
H (-2.29969, 1.74144, -4.42798)
H (-1.05695, 2.88578, -4.85332)
H (-1.25055, 4.14182, -2.95218)
H (-1.41023, 2.76045, -1.89909)
H (-3.64939, 4.22986, -3.38136)
H (-3.43235, 3.86806, -1.69148)
H (-3.35671, 1.34504, -2.75360)
H (-4.76280, 2.04548, -1.96202)
H (-5.81936, 0.22833, -2.00611)
H (-4.34470, -0.59220, -2.62296)
C (-3.83036, 1.06800, 0.93470)
S (-3.79870, 1.90186, 2.52338)
O (-2.37164, 1.99568, 2.94202)
C (-4.53486, 0.55070, 3.45435)
H (-3.36632, 1.72440, 0.20356)
H (-3.26953, 0.13978, 1.00242)
H (-4.86448, 0.87163, 0.64578)
H (-3.92310, -0.34485, 3.34280)
H (-5.54623, 0.37017, 3.08926)
H (-4.57063, 0.84397, 4.50230)
C (0.91911, -1.97981, 2.83326)
S (0.00538, -0.44786, 2.64799)
O (-0.41695, -0.36989, 1.21553)
C (1.42154, 0.64010, 2.83055)
H (0.22209, -2.80771, 2.71145)
H (1.69637, -2.04151, 2.07046)
H (1.36429, -2.01856, 3.82767)
H (2.16630, 0.40581, 2.07012)
H (1.84987, 0.52064, 3.82500)
H (1.07634, 1.66467, 2.70470)
C (4.25149, -4.38219, 6.47711)
S (3.32931, -2.84914, 6.29461)
O (2.89005, -2.77280, 4.87032)
C (4.74420, -1.75207, 6.46297)
H (3.55472, -5.20934, 6.35922)
H (5.02391, -4.44017, 5.71017)
H (4.69686, -4.41939, 7.47108)
H (5.48307, -1.98540, 5.69643)
H (5.17482, -1.86932, 7.45734)
H (4.39432, -0.72967, 6.33548)
C (-3.35863, 4.07348, 7.35758)
S (-2.94716, 2.38840, 6.87676)
O (-2.50299, 1.67799, 8.10707)
C (-1.47364, 2.81128, 5.93954)
H (-4.24212, 4.03662, 7.99174)
H (-2.52732, 4.51009, 7.91119)
H (-3.57354, 4.66175, 6.46526)
H (-0.76759, 3.33089, 6.58883)
H (-1.75037, 3.43428, 5.09012)
H (-1.03242, 1.88677, 5.57422)
C (6.00765, 3.31757, 1.24459)
S (4.42846, 3.53096, 2.08076)
O (4.28238, 2.39854, 3.03606)
C (3.40767, 3.15022, 0.64798)
H (6.79842, 3.46971, 1.97615)
H (6.07380, 2.30866, 0.83654)
H (6.09926, 4.05724, 0.44920)
H (3.64809, 2.15269, 0.27933)
H (3.58160, 3.89546, -0.12829)
H (2.36510, 3.18406, 0.95731)
C (0.84653, -3.23961, -7.93811)
S (0.86394, -3.83807, -6.24074)
O (0.23656, -2.78348, -5.39962)
C (2.63923, -3.69749, -5.99699)
H (-0.18854, -3.20400, -8.27193)
H (1.27974, -2.24002, -7.97914)
H (1.41043, -3.92630, -8.56967)
H (2.95356, -2.66723, -6.16240)
H (3.15535, -4.37026, -6.68364)
H (2.85810, -3.97944, -4.96955)
C (4.57669, -4.37846, -1.34657)
S (3.67633, -2.82983, -1.51784)
O (3.31064, -2.69280, -2.95362)
C (5.09541, -1.75987, -1.23215)
H (3.87941, -5.19287, -1.53171)
H (5.38758, -4.41575, -2.07460)
H (4.96959, -4.45882, -0.33296)
H (5.87113, -1.97220, -1.96826)
H (5.47241, -1.92154, -0.22194)
H (4.76258, -0.72920, -1.33671)

Summary:
2S+1: 1
HOMO in eV: -8.39
LUMO energy in eV: -0.08

Atomic partial charges in e from the Mulliken method, atoms 1 to 5: -1.00, -0.48, -0.81, -0.73, -0.97

---

Computed, not measured: a cluster of 6 separate species, C24H62ClN6O9P in total, with the ωB97M-V functional and the def2-TZVPD basis.

Element x y z (Å)
N (0.89553, 2.53836, -0.55693)
P (1.02165, 3.44949, -1.98832)
O (1.74089, 4.75432, -1.29624)
C (-0.73401, 4.11578, -2.29119)
O (-1.09436, 4.10586, -3.42942)
O (-1.47172, 4.77311, -1.32677)
C (-2.06049, 4.00571, -0.27709)
C (-3.59213, 4.06525, -0.27560)
C (-4.28243, 2.88754, -0.90502)
O (-5.06867, 2.19002, -0.34770)
Cl (-3.83035, 2.53354, -2.57439)
H (1.32418, 1.63283, -0.73664)
H (-0.03770, 2.34288, -0.22653)
H (2.05957, 5.32003, -2.01715)
H (-1.75096, 2.96056, -0.30093)
H (-1.71826, 4.44584, 0.66173)
H (-3.94603, 5.00248, -0.70559)
H (-3.92733, 4.02712, 0.76391)
C (1.74187, -2.96395, 2.29637)
C (1.53816, -1.45961, 2.44737)
C (0.53005, -0.86714, 1.45327)
O (1.01470, -0.72248, 0.13260)
C (0.99574, -1.89889, -0.66188)
N (2.84440, -0.79527, 2.39508)
H (2.38954, -3.20048, 1.45264)
H (2.21856, -3.36555, 3.18970)
H (0.79174, -3.48294, 2.15509)
H (1.12215, -1.28400, 3.44416)
H (0.28761, 0.14703, 1.78416)
H (-0.40509, -1.44379, 1.45062)
H (0.13242, -2.52372, -0.42954)
H (1.91637, -2.47561, -0.54713)
H (0.93087, -1.58764, -1.70366)
H (2.74527, 0.18814, 2.63194)
H (3.15686, -0.79690, 1.42780)
C (7.00468, 4.94582, 1.18134)
C (5.56931, 5.38557, 0.91993)
C (4.90934, 4.65476, -0.25318)
O (5.30666, 5.08919, -1.54039)
C (6.53750, 4.57440, -2.00755)
N (5.51491, 6.84400, 0.78833)
H (7.71688, 5.39384, 0.48837)
H (7.30853, 5.23900, 2.18554)
H (7.09286, 3.85944, 1.11351)
H (4.98568, 5.11413, 1.80572)
H (3.83620, 4.83300, -0.20904)
H (5.05566, 3.56824, -0.16006)
H (6.69189, 3.54543, -1.66813)
H (7.38373, 5.18805, -1.68922)
H (6.50267, 4.58206, -3.09661)
H (4.54511, 7.14331, 0.74937)
H (5.89580, 7.08975, -0.12138)
C (-4.73932, -4.11337, -2.41473)
C (-3.67880, -4.97486, -1.73772)
C (-2.64764, -4.17619, -0.93086)
O (-1.67296, -3.49700, -1.70236)
C (-2.10884, -2.26905, -2.26337)
N (-3.05530, -5.84411, -2.73955)
H (-4.35888, -3.63951, -3.31981)
H (-5.59143, -4.72517, -2.70602)
H (-5.10618, -3.33384, -1.74465)
H (-4.19238, -5.62037, -1.01857)
H (-2.08217, -4.87921, -0.31272)
H (-3.14610, -3.47125, -0.25137)
H (-2.81217, -1.75099, -1.60481)
H (-2.57221, -2.42992, -3.23841)
H (-1.23335, -1.63783, -2.40597)
H (-2.44453, -6.51206, -2.27882)
H (-2.43195, -5.27477, -3.30540)
C (5.96573, -0.03803, 4.36562)
C (6.07198, 0.62826, 2.99867)
C (7.50989, 0.91805, 2.54728)
O (8.12977, 2.01924, 3.18157)
C (8.68869, 1.76336, 4.45480)
N (5.23178, 1.83096, 2.98566)
H (6.10649, 0.67805, 5.17555)
H (4.97515, -0.47433, 4.48846)
H (6.70405, -0.83421, 4.47848)
H (5.65510, -0.06800, 2.26421)
H (7.47721, 1.18266, 1.48640)
H (8.14217, 0.02455, 2.64009)
H (9.10859, 0.75443, 4.51042)
H (7.95619, 1.89404, 5.25510)
H (9.48939, 2.48589, 4.60883)
H (5.19097, 2.20549, 2.04174)
H (5.70693, 2.55068, 3.52434)
C (-11.20532, -4.41782, -2.19480)
C (-10.13341, -5.25628, -1.50556)
C (-9.09336, -4.43292, -0.73574)
O (-8.13330, -3.78023, -1.54129)
C (-8.55140, -2.56193, -2.12619)
N (-9.52339, -6.15166, -2.49190)
H (-10.83546, -3.96940, -3.11656)
H (-12.05422, -5.04590, -2.46202)
H (-11.56549, -3.61847, -1.54429)
H (-10.63605, -5.88271, -0.76212)
H (-8.51933, -5.11808, -0.10630)
H (-9.58159, -3.70909, -0.06877)
H (-9.22683, -2.01282, -1.46345)
H (-9.04017, -2.71975, -3.09055)
H (-7.65933, -1.95919, -2.29515)
H (-8.90531, -6.80607, -2.02174)
H (-8.90802, -5.59713, -3.08097)

Summary:
2S+1: 1
HOMO in eV: -9.12
LUMO energy in eV: 0.27

Atomic partial charges in e from the Mulliken method, atoms 1 to 5: -0.30, 0.09, -0.41, 0.58, -0.46

---

Computed, not measured: a cluster of 8 separate species, C24H62N6O8 in total, with the ωB97M-V functional and the def2-TZVPD basis.

Element x y z (Å)
C (3.66139, -4.02117, 14.58757)
C (3.37870, -4.86424, 13.33449)
C (4.61687, -4.72674, 12.45413)
C (4.68148, -5.77732, 11.39509)
C (4.46001, -7.25828, 11.91028)
C (3.20048, -7.36056, 12.76727)
N (3.20375, -6.28602, 13.78961)
O (2.01728, -6.35910, 14.66103)
C (1.92751, -7.32791, 11.89238)
C (3.22574, -8.69844, 13.54509)
C (2.17407, -4.39069, 12.55906)
H (2.72892, -4.04917, 15.18857)
H (3.89865, -3.03706, 14.27347)
H (4.44248, -4.47823, 15.14472)
H (4.83576, -3.70598, 12.05775)
H (5.51420, -4.83296, 13.09323)
H (5.57531, -5.65887, 10.84717)
H (3.91433, -5.61038, 10.65213)
H (5.34853, -7.61553, 12.48817)
H (4.41058, -8.00850, 11.07039)
H (1.64093, -8.38894, 11.78553)
H (1.08159, -6.88918, 12.41763)
H (2.14021, -6.82015, 10.97408)
H (3.27911, -9.53111, 12.84773)
H (4.09766, -8.74945, 14.21212)
H (2.37453, -8.83988, 14.17921)
H (2.03141, -4.98951, 11.65586)
H (2.31657, -3.30779, 12.44343)
H (1.27008, -4.57011, 13.22623)
H (1.23592, -6.19102, 14.09135)
C (3.31703, -11.08701, 16.68212)
C (2.49737, -11.74021, 17.79883)
C (2.51134, -13.26672, 17.48444)
C (3.88969, -13.79495, 17.82492)
C (4.14791, -13.55194, 19.29576)
C (4.21415, -12.10133, 19.70086)
N (2.94317, -11.52652, 19.23727)
O (2.88082, -10.18788, 19.55308)
C (4.29709, -12.01733, 21.21874)
C (5.54513, -11.51860, 19.19671)
C (0.99895, -11.36746, 17.76498)
H (4.34898, -11.46302, 16.53461)
H (3.22005, -10.02635, 16.88089)
H (2.63985, -11.28035, 15.82408)
H (1.74466, -13.64631, 18.15264)
H (2.19458, -13.32722, 16.44284)
H (4.61467, -13.30016, 17.15594)
H (3.97932, -14.84400, 17.53104)
H (5.06371, -14.05422, 19.66041)
H (3.29831, -13.97198, 19.83135)
H (4.28244, -11.00506, 21.57775)
H (3.34304, -12.48950, 21.66903)
H (5.10800, -12.56040, 21.60210)
H (5.75006, -11.52218, 18.11788)
H (5.55540, -10.44523, 19.50004)
H (6.32864, -12.05567, 19.69934)
H (0.83253, -10.35471, 17.39004)
H (0.48230, -11.60940, 18.72908)
H (0.57019, -12.04685, 17.02953)
H (3.51667, -9.73553, 18.99862)
C (1.07811, -7.14362, 20.76221)
O (2.30313, -7.85050, 20.55793)
H (0.30388, -7.40587, 19.98795)
H (0.70459, -7.41091, 21.77118)
H (1.28408, -6.08157, 20.60881)
H (2.12066, -8.78753, 20.36367)
C (8.05648, -5.68757, 15.25432)
O (8.22894, -6.96840, 15.93653)
H (8.86854, -4.96560, 15.40058)
H (8.07141, -5.85283, 14.16461)
H (7.07316, -5.25448, 15.50104)
H (7.84963, -6.86749, 16.79617)
C (8.44007, -6.17500, 19.53681)
O (7.57857, -6.72217, 18.49223)
H (9.07493, -5.38912, 19.10136)
H (7.91689, -5.69234, 20.37967)
H (9.01753, -7.01438, 19.96321)
H (6.64048, -6.75051, 18.75098)
C (6.94611, -10.19872, 14.59345)
O (6.60807, -8.80286, 14.72619)
H (7.21409, -10.64666, 15.53153)
H (6.04185, -10.66374, 14.22753)
H (7.64772, -10.26974, 13.73659)
H (7.42318, -8.29968, 14.94550)
C (5.98464, -7.38005, 22.52836)
O (7.08783, -7.43405, 23.05196)
N (5.81817, -7.83695, 21.26662)
N (4.78907, -6.95976, 23.08015)
H (6.62827, -8.25751, 20.88178)
H (4.84526, -7.92477, 20.95137)
H (4.83257, -6.84825, 24.07623)
H (3.89564, -7.26534, 22.66442)
C (4.30302, -7.53359, 17.27592)
O (4.90270, -8.22433, 18.14321)
N (4.88311, -7.15940, 16.08790)
N (3.15408, -6.92948, 17.62963)
H (5.58643, -7.81921, 15.69183)
H (4.30502, -6.52673, 15.53279)
H (2.81523, -7.15592, 18.55899)
H (2.69849, -6.45325, 16.86679)

Summary:
2S+1: 1
HOMO in eV: -8.54
LUMO energy in eV: 0.38

Atomic partial charges in e from the Mulliken method, atoms 1 to 5: -1.95, 1.48, -0.89, -0.93, -1.05

---

Computed, not measured: a structure of composition C24H63AsB3F6NNaO6Sn, with the ωB97M-V functional and the def2-TZVPD basis.

Element x y z (Å)
Na (0.75722, 3.20235, 1.16654)
Sn (-4.04236, 1.48572, 1.97152)
B (1.10404, 4.36229, -1.02144)
H (0.58601, 4.88702, -0.23370)
H (0.63234, 3.39568, -1.10751)
H (0.88153, 4.90128, -1.92930)
H (2.15018, 4.27103, -0.77342)
B (-4.52051, 2.86256, -0.76906)
H (-3.51566, 2.47719, -0.84655)
H (-4.76511, 3.30777, -1.72101)
H (-5.23167, 2.11196, -0.46072)
H (-4.53805, 3.65831, -0.04056)
B (-1.71951, 3.50794, 1.45903)
H (-2.75050, 3.81020, 1.55867)
H (-1.13300, 4.29490, 1.01075)
H (-1.38776, 3.25503, 2.45413)
H (-1.66530, 2.63351, 0.82922)
As (-0.75765, -0.25620, -0.69230)
F (-1.12529, 1.37390, -1.45007)
F (0.71808, -0.53517, -1.71544)
F (-0.37862, -1.90336, 0.01321)
F (-2.00183, 0.04920, 0.58402)
F (-2.02285, -0.96044, -1.80631)
F (0.38889, 0.49320, 0.51210)
C (2.71028, 5.31347, 2.43555)
C (3.68207, 4.05897, 2.14199)
N (2.96878, 2.80455, 2.26160)
C (3.00182, 2.48219, 3.68571)
C (1.94374, 1.40683, 3.90511)
C (3.74191, 1.73160, 1.54260)
C (3.67359, 1.80002, 0.02582)
H (2.10578, 5.35755, 1.52961)
H (3.27756, 6.24176, 2.50318)
H (2.14486, 5.06484, 3.33365)
H (4.14561, 4.10800, 1.15668)
H (4.49782, 4.12616, 2.86181)
H (3.99378, 2.15117, 3.99321)
H (2.73707, 3.32874, 4.31924)
H (0.94391, 1.82797, 4.01043)
H (1.85676, 0.53833, 3.25224)
H (2.09092, 0.90505, 4.86148)
H (3.29291, 0.77589, 1.81298)
H (4.75919, 1.85408, 1.91441)
H (2.67148, 1.62524, -0.36575)
H (4.17817, 0.92933, -0.39299)
H (4.13654, 2.64725, -0.48012)
C (-0.14629, -1.70708, 3.31826)
C (-1.64489, -1.83626, 3.47447)
O (-2.35715, -0.85529, 3.44761)
C (-2.15042, -3.22677, 3.84954)
H (0.20180, -2.66791, 2.93913)
H (0.29895, -1.39773, 4.26386)
H (0.21234, -1.01510, 2.55625)
H (-1.84711, -3.45359, 4.87163)
H (-1.85457, -3.90073, 3.04559)
H (-3.23404, -3.29212, 3.94748)
C (3.57412, -4.00333, 1.72349)
C (4.16533, -2.95862, 0.83254)
O (5.39379, -2.88379, 0.72397)
C (3.18231, -2.03995, 0.12776)
H (3.02992, -4.70207, 1.08810)
H (2.87024, -3.67758, 2.48935)
H (4.36523, -4.46021, 2.31806)
H (2.87427, -2.28155, -0.88951)
H (3.68899, -1.08474, -0.00991)
H (2.27061, -1.82423, 0.68487)
C (-0.64118, -5.36193, 0.92399)
C (-1.60648, -5.84724, -0.20552)
O (-2.84484, -5.92922, -0.00196)
C (-1.00036, -6.23924, -1.56184)
H (0.39902, -5.50666, 0.63222)
H (-0.89683, -6.04089, 1.73748)
H (-0.80863, -4.30296, 1.12057)
H (-1.54191, -5.73298, -2.36091)
H (-0.97752, -7.32671, -1.63257)
H (0.04404, -5.92728, -1.56473)
C (-5.97797, -2.01496, -1.22110)
C (-5.08349, -1.90224, -0.02498)
O (-5.20220, -0.94072, 0.66463)
C (-4.11517, -2.99970, 0.26150)
H (-6.11373, -3.09221, -1.31695)
H (-5.51988, -1.64377, -2.13787)
H (-6.96012, -1.55911, -1.09585)
H (-4.59500, -3.92265, 0.58712)
H (-3.34314, -2.79890, 1.00429)
H (-3.59246, -3.18748, -0.67638)
C (-3.86058, 0.95030, -3.96811)
C (-2.97022, 1.84725, -4.81759)
O (-2.47854, 2.94328, -4.46061)
C (-2.80492, 1.52169, -6.25876)
H (-4.25763, 1.53806, -3.14047)
H (-3.40723, -0.00998, -3.72228)
H (-4.71691, 0.85127, -4.63519)
H (-3.78076, 1.21982, -6.63917)
H (-1.98182, 0.86997, -6.55179)
H (-2.47953, 2.43659, -6.75392)
C (2.67939, 1.29180, -3.70727)
C (3.92807, 0.52843, -3.88656)
O (4.70775, 0.84344, -4.75913)
C (4.34015, -0.62075, -2.92083)
H (2.68430, 2.00070, -2.87930)
H (1.88575, 0.63137, -3.35789)
H (2.42710, 1.77683, -4.65024)
H (5.21278, -0.34540, -2.32855)
H (4.61117, -1.50203, -3.50221)
H (3.52921, -0.99182, -2.29411)

Summary:
2S+1: 2
HOMO (alpha / beta) in eV: -8.66 / -8.66
LUMO energy (alpha / beta) in eV: -2.15 / -5.32

Atomic partial charges in e from the Mulliken method, atoms 1 to 5: -0.25, 0.93, 0.53, 0.03, -0.41